Record 1
An isolated molecule of C12H11NO. Source: OMol25; level of theory: the ωB97M-V functional and the def2-TZVPD basis.

Output
charge: 0
HOMO: -8.74 eV
frontier orbital gap: 8.87 eV
SMILES: C[C@@H]1O[C@@H]1c1ccc2ccccc2n1
ΔE to the lowest compared entry with this formula, charge and spin: 47.4 kcal per mole
energy: -16157.9307 eV

```
25
Properties=species:S:1:pos:R:3:mulliken_charge:R:1
C 2.065 -1.586 -2.044 -1.060
C 0.702 -1.847 -2.692 -0.011
O 0.068 -0.628 -3.207 -0.482
C -0.554 -1.331 -2.179 -0.100
C -0.557 -0.766 -0.800 0.455
C -1.330 -1.402 0.278 -0.705
C -1.367 -0.791 1.529 -0.680
C -0.656 0.471 1.717 1.023
C -0.974 1.307 2.754 -0.556
C -0.504 2.585 2.746 -0.555
C 0.270 3.008 1.659 -0.391
C 0.633 2.207 0.621 -0.605
C 0.131 0.867 0.618 0.268
N 0.368 0.157 -0.559 -0.365
H 2.101 -2.441 -1.345 0.247
H 2.931 -1.615 -2.743 0.360
H 1.986 -0.649 -1.465 0.324
H 0.595 -2.732 -3.414 0.365
H -1.394 -2.037 -2.417 0.411
H -1.831 -2.366 0.089 0.324
H -1.997 -1.144 2.347 0.350
H -1.711 0.865 3.492 0.227
H -0.701 3.267 3.535 0.423
H 0.684 4.020 1.781 0.301
H 1.042 2.582 -0.300 0.429
```



Record 2
An isolated molecule of C12H11NO. Source: OMol25; level of theory: the ωB97M-V functional and the def2-TZVPD basis.

Output
charge: 0
HOMO (alpha / beta): -7.69 / -7.98 eV
frontier orbital gap (alpha / beta): 6.22 / 8.05 eV
ΔE to the lowest compared entry with this formula, charge and spin: 117.7 kcal per mole
energy: -16154.8795 eV

```
25
Properties=species:S:1:pos:R:3:mulliken_charge:R:1
C 3.684 0.085 0.328 -0.221
C 2.994 -1.044 -0.015 -0.920
C 2.994 1.214 0.528 -0.543
C 1.670 -0.923 -0.176 0.074
C 1.621 1.331 0.333 -0.600
C 0.892 0.235 -0.100 0.713
C -2.255 -0.138 2.003 -0.245
C -1.366 1.601 -0.591 0.287
C -2.467 0.717 -1.158 -0.664
C -1.960 -1.564 0.055 -0.583
C -1.546 -0.477 -0.967 -0.053
C -0.460 0.478 -0.457 -0.327
N -2.377 -1.168 1.315 -0.283
O -1.372 2.797 -0.274 -0.653
H 4.747 0.035 0.556 0.370
H 3.444 -2.000 -0.211 0.398
H 3.654 2.105 0.851 0.219
H 1.116 -1.853 -0.411 0.203
H 1.187 2.252 0.436 0.598
H -2.728 0.055 2.938 0.287
H -3.503 0.748 -0.720 0.318
H -2.670 0.734 -2.287 0.261
H -2.837 -2.066 -0.404 0.351
H -1.195 -2.240 0.319 0.376
H -1.269 -0.912 -1.891 0.636
```



Record 3
A structure of composition C12H11NO2. Source: OMol25; level of theory: the ωB97M-V functional and the def2-TZVPD basis.

Output
charge: 0
HOMO (alpha / beta): -6.97 / -6.97 eV
frontier orbital gap (alpha / beta): 7.41 / 7.41 eV
ΔE to the lowest compared entry with this formula, charge and spin: 92.3 kcal per mole
energy: -18202.2239 eV

```
26
Properties=species:S:1:pos:R:3:mulliken_charge:R:1
C -1.171 2.767 0.082 -0.611
C -2.600 2.754 0.295 -0.300
C -0.535 1.590 -0.156 -0.619
C -3.295 1.630 0.203 -0.369
C -1.189 0.393 -0.246 0.755
C -0.545 -0.824 -0.445 -0.121
C -2.604 0.410 0.070 0.385
C -3.265 -1.939 -0.092 0.632
C 0.219 -1.926 -0.432 -0.874
C 0.834 -1.528 0.795 -0.114
C 4.198 -0.255 -0.022 -1.125
C 2.958 -1.141 -0.149 -0.169
N -3.351 -0.721 -0.010 -0.408
O -3.499 -3.079 -0.262 -0.476
O 2.051 -0.985 0.977 -0.318
H -0.644 3.692 -0.056 0.386
H -3.139 3.760 0.524 0.233
H 0.500 1.570 -0.450 0.404
H -4.391 1.706 0.310 0.374
H 0.370 -2.771 -1.120 0.297
H 0.279 -1.578 1.689 0.520
H 3.982 0.724 -0.359 0.272
H 4.355 -0.273 0.983 0.375
H 4.918 -0.774 -0.793 0.288
H 3.179 -2.323 -0.206 0.286
H 2.384 -0.880 -1.131 0.297
```